Record 1
Formula: C8H18F3NaO6
Source: the OMol25 dataset
Level of theory: wB97M-V/def2-TZVPD

Values from the calculation:
- Highest occupied orbital energy: -7.0086 eV
- Orbital gap: 6.7 eV

```
! RIJCOSX wB97M-V def2-TZVPD def2/J DEFGRID3
* xyz 0 1
Na -0.096 -0.307 0.596
C -2.226 -1.362 -1.108
O -0.968 -0.877 -1.685
O -2.525 -0.757 -0.024
C -3.336 -1.429 -2.166
F -3.739 -0.216 -2.635
F -2.943 -2.123 -3.256
F -4.425 -2.014 -1.682
C -0.925 0.217 -2.577
C 0.506 0.376 -3.046
H 0.662 1.334 -3.548
H 1.191 0.320 -2.194
H 0.797 -0.418 -3.736
H -1.237 1.139 -2.066
H -1.580 0.075 -3.436
H -1.989 -2.450 -0.943
C 1.900 -2.167 2.497
C 2.626 -1.073 1.777
O 2.209 -1.014 0.409
O 0.494 -1.892 2.530
H 2.315 -2.317 3.498
H 2.051 -3.105 1.950
H 3.707 -1.247 1.833
H 2.438 -0.084 2.193
H 2.566 -1.786 -0.042
H 0.196 -2.023 3.433
C 0.787 2.831 0.963
C -0.503 2.596 1.708
O -0.422 1.431 2.547
O 1.010 1.812 -0.006
H 1.614 2.864 1.685
H 0.733 3.823 0.500
H -1.344 2.440 1.031
H -0.694 3.480 2.321
H -0.291 1.728 3.450
H 1.444 2.197 -0.771
*
```



Record 2
Formula: C2H6O2
Source: the OMol25 dataset
Level of theory: wB97M-V/def2-TZVPD

Values from the calculation:
- Highest occupied orbital energy: -10.1596 eV
- Orbital gap: 11.0 eV
- Structure (SMILES): OCCO

```
! RIJCOSX wB97M-V def2-TZVPD def2/J DEFGRID3
* xyz 0 1
O 1.453 -0.202 0.088
C 0.326 0.640 0.286
C -0.913 -0.225 0.064
O -0.757 -1.054 -1.060
H 2.238 0.352 0.015
H 0.318 1.045 1.308
H 0.342 1.479 -0.423
H -1.120 -0.816 0.971
H -1.780 0.419 -0.117
H 0.157 -1.372 -1.009
*
```



Record 3
Formula: C21H25FIN4ORhSe2Si
Source: the OMol25 dataset
Level of theory: wB97M-V/def2-TZVPD

Values from the calculation:
- Highest occupied orbital energy (spin up / spin down): -14.0088 / -13.9899 eV
- Orbital gap (spin up / spin down): 7.8 / 5.4 eV

```
! RIJCOSX wB97M-V def2-TZVPD def2/J DEFGRID3
* xyz 2 5
Rh 0.634 0.293 0.564
Se 3.152 -0.778 1.345
Se 1.886 2.134 1.870
C 0.792 1.221 3.120
C 0.584 1.533 4.457
C -0.306 0.753 5.175
C -0.952 -0.304 4.542
C -0.697 -0.546 3.202
N 0.174 0.193 2.519
C 3.843 0.157 -0.142
C 5.167 0.059 -0.553
C 5.587 0.883 -1.585
C 4.668 1.731 -2.189
C 3.356 1.727 -1.727
N 2.961 0.964 -0.725
H 1.097 2.366 4.912
H -0.491 0.974 6.215
H -1.646 -0.938 5.075
H -1.202 -1.343 2.675
H 5.848 -0.617 -0.058
H 6.619 0.869 -1.904
H 4.966 2.410 -2.971
H 2.604 2.368 -2.166
C -2.045 -3.600 -0.417
Si -0.572 -2.422 -0.177
C 0.550 -2.376 -1.725
C 0.339 -3.210 1.312
N -1.007 -0.707 0.156
C -2.171 -0.051 0.027
C -3.348 -0.651 -0.495
C -4.550 0.018 -0.546
C -4.669 1.334 -0.105
C -3.537 1.984 0.373
C -2.341 1.311 0.408
F -1.245 2.015 0.836
H -1.673 -4.604 -0.239
H -2.451 -3.588 -1.423
H -2.844 -3.428 0.297
H 1.114 -3.299 -1.795
H 1.259 -1.551 -1.707
H -0.050 -2.300 -2.626
H 0.684 -4.188 0.991
H -0.328 -3.394 2.148
H 1.209 -2.675 1.681
H -3.289 -1.663 -0.846
H -5.418 -0.496 -0.928
H -5.614 1.852 -0.145
H -3.573 3.009 0.711
N 0.079 0.822 -3.839
C -0.046 1.373 -2.637
O 0.419 0.825 -1.635
C -0.803 2.677 -2.501
I -0.790 3.955 -4.248
H 0.558 -0.062 -3.927
H -0.241 1.279 -4.681
H -0.399 3.248 -1.665
H -1.849 2.451 -2.287
*
```



Record 4
Formula: C7H12N3OS
Source: the OMol25 dataset
Level of theory: wB97M-V/def2-TZVPD

Values from the calculation:
- Highest occupied orbital energy: -13.1509 eV
- Orbital gap: 9.0 eV

```
! RIJCOSX wB97M-V def2-TZVPD def2/J DEFGRID3
* xyz 1 1
C -0.798 -1.615 0.918
C 0.314 -0.949 1.044
C 1.150 0.096 -0.975
C -1.344 0.457 -0.527
C 1.673 -1.090 1.572
C 0.803 -0.587 -2.261
C 0.334 1.724 0.708
N -3.324 1.207 0.124
N -2.131 1.350 0.271
N 0.049 0.572 -0.120
O 2.310 0.365 -0.730
S -1.945 -1.372 -0.415
H -0.952 -2.643 1.449
H -1.485 0.670 -1.668
H 1.546 -1.838 2.453
H 1.877 -0.112 1.953
H 2.334 -1.440 0.920
H -0.059 -1.239 -2.226
H 0.913 -0.010 -3.156
H 1.608 -1.376 -2.396
H -0.309 2.517 0.292
H 0.083 1.392 1.727
H 1.363 2.052 0.609
H -4.011 1.868 0.435
*
```



Record 5
Formula: C5H8N2
Source: the OMol25 dataset
Level of theory: wB97M-V/def2-TZVPD

Values from the calculation:
- Highest occupied orbital energy: -7.8061 eV
- Orbital gap: 8.5 eV

```
! RIJCOSX wB97M-V def2-TZVPD def2/J DEFGRID3
* xyz 0 1
C 0.774 0.062 1.863
C 1.180 0.123 0.394
N 0.028 0.010 -0.494
C -0.898 1.027 -0.694
C -1.993 0.574 -1.376
N -1.633 -0.793 -1.622
C -0.400 -1.082 -1.119
H 1.659 0.151 2.501
H 0.085 0.874 2.112
H 0.279 -0.888 2.088
H 1.884 -0.674 0.145
H 1.666 1.078 0.168
H -0.682 2.029 -0.364
H -1.978 -0.612 -2.569
H 0.136 -2.027 -1.085
*
```



| no. | calculated total energy (eV) |
| --- | --- |
| 1 | -33441.8240 |
| 2 | -6265.6879 |
| 3 | -182572.3750 |
| 4 | -24794.9001 |
| 5 | -8291.7686 |